(1)
Molecular formula: C3H2O3Zn
Method: DFT, the ωB97M-V functional and the def2-TZVPD basis

The energy relative to the best compared isomer or geometry (same formula, charge and spin) comes out at 0.4928 eV. The expectation value of S² is 0.753. The LUMO energy (alpha / beta) is -5.50 / -5.65 eV.

Geometry as ORCA input:
```
! wB97M-V def2-TZVPD RIJCOSX def2/J DEFGRID3
* xyz 1 2
O -2.401 3.215 -1.170
C -1.931 2.296 -0.742
O 1.000 0.784 -0.357
C 1.544 -0.260 -0.108
C 0.801 -1.464 0.460
O -0.506 -1.166 0.674
H 0.999 -2.307 -0.231
Zn -0.972 0.470 0.095
H 1.467 -1.568 1.380
*
```

=====

(2)
Molecular formula: C3H5FO
Method: DFT, the ωB97M-V functional and the def2-TZVPD basis

The SMILES is CO/C=C/F. The energy relative to the best compared isomer or geometry (same formula, charge and spin) comes out at 1.6731 eV. The LUMO energy is 1.03 eV.

Geometry as ORCA input:
```
! wB97M-V def2-TZVPD RIJCOSX def2/J DEFGRID3
* xyz 0 1
C 1.576 0.193 0.179
O 0.608 -0.645 -0.402
C -0.568 -0.084 -0.543
C -1.717 -0.473 0.130
F -2.851 0.200 -0.032
H 1.905 1.106 -0.373
H 2.509 -0.329 0.467
H 1.179 0.666 1.079
H -0.784 0.609 -1.300
H -1.858 -1.243 0.796
*
```

=====

(3)
Molecular formula: C23H16Br2N4O3Pd
Method: DFT, the ωB97M-V functional and the def2-TZVPD basis

The energy relative to the best compared isomer or geometry (same formula, charge and spin) comes out at 0.0000 eV. The expectation value of S² is 6.081. The LUMO energy (alpha / beta) is -6.69 / -8.60 eV.

Geometry as ORCA input:
```
! wB97M-V def2-TZVPD RIJCOSX def2/J DEFGRID3
* xyz 2 5
Pd -0.065 -0.441 0.195
O 3.032 0.055 -4.500
C 2.838 1.334 -4.171
C 3.418 2.351 -4.937
C 3.210 3.672 -4.626
C 2.407 4.040 -3.534
C 1.832 3.063 -2.778
C 2.026 1.685 -3.058
C 1.370 0.763 -2.170
O 0.578 1.137 -1.282
N 1.651 -0.625 -2.355
N 1.069 -1.322 -1.421
C 1.123 -2.632 -1.499
C 0.380 -3.381 -0.516
C 0.424 -4.768 -0.478
C -0.315 -5.437 0.490
C -1.073 -4.698 1.376
C -1.072 -3.307 1.273
N -0.373 -2.664 0.355
H 3.593 -0.002 -5.283
H 4.034 2.080 -5.786
H 3.672 4.437 -5.236
H 2.253 5.083 -3.300
H 1.214 3.318 -1.929
H 1.684 -3.113 -2.294
H 1.031 -5.307 -1.193
H -0.295 -6.517 0.545
H -1.666 -5.176 2.144
H -1.661 -2.701 1.951
C -2.913 1.156 -0.511
C -2.647 1.190 0.959
C -3.507 1.839 1.861
C -3.222 1.857 3.201
C -2.056 1.223 3.669
C -1.633 1.177 5.042
Br -2.657 1.986 6.359
C -0.461 0.534 5.414
C 0.346 -0.081 4.474
Br 1.914 -0.931 4.975
C -0.011 -0.071 3.086
O 0.701 -0.612 2.203
C -1.251 0.599 2.718
N -1.552 0.583 1.403
H -3.829 1.684 -0.760
H -3.009 0.123 -0.854
H -2.082 1.615 -1.051
H -4.394 2.326 1.481
H -3.882 2.357 3.895
H -0.171 0.519 6.455
*
```